No. 1
Density functional theory data (ωB97M-V/def2-TZVPD) for C31H22F10InN8 as an isolated structure in a non-equilibrium geometry.

Output
Charge: +1
HOMO-LUMO gap (eV): 6.157
E_tot (eV): -76766.1662
Lowest unoccupied orbital energy (eV): -4.01
Spin multiplicity: 1

```
72
Properties=species:S:1:pos:R:3:forces:R:3
In -0.12860 0.12900 0.21690 0.4 0.6 0.5
C 3.04490 -0.92400 -0.24900 0.1 -0.3 -0.2
N 2.32210 0.19330 0.34390 -0.5 -0.1 -0.1
C 2.68960 1.46130 -0.27800 -0.1 0.6 -0.2
C 1.74110 2.60090 0.11200 0.3 0.1 0.1
N 0.37380 2.24870 -0.18600 0.2 -1.9 0.1
C -0.59720 3.17340 -0.13420 -0.9 1.1 0.0
C -1.85910 2.83590 -0.66420 0.2 -0.1 0.1
F -1.96470 1.59610 -1.23420 -0.1 0.5 0.0
C -2.97240 3.64760 -0.59420 -0.1 0.1 0.1
F -4.15270 3.18850 -1.03600 0.2 0.1 0.0
C -2.86380 4.92230 -0.04510 0.2 -0.1 0.0
F -3.93500 5.71420 0.05530 0.2 -0.1 -0.1
C -1.61530 5.34120 0.41110 -0.3 -0.1 -0.1
F -1.48150 6.56250 0.92380 0.0 -0.2 -0.1
C -0.52010 4.49160 0.37730 0.0 -0.3 -0.1
F 0.63560 4.95780 0.88760 -0.2 0.0 0.0
C 2.59150 0.23750 1.77610 -0.2 -0.2 0.8
C 1.69670 -0.74730 2.52610 0.2 -0.1 0.0
N 0.27770 -0.52790 2.32960 0.1 0.4 -1.7
C -0.39270 0.03660 3.37810 -0.7 0.3 1.0
C 0.05560 1.06810 4.22740 -0.3 -0.2 -0.3
F 1.20390 1.70630 3.93810 0.0 -0.1 0.2
C -0.65950 1.49090 5.33860 -0.2 -0.1 0.0
F -0.14900 2.42950 6.12990 -0.1 0.1 -0.1
C -1.92430 0.96940 5.60160 0.1 -0.1 -0.2
F -2.65470 1.42150 6.61970 0.1 0.0 -0.1
C -2.41600 -0.03090 4.76830 -0.1 0.1 0.0
F -3.63940 -0.54390 4.96690 0.2 0.0 0.1
C -1.63660 -0.50830 3.73170 0.3 0.1 0.0
F -2.04220 -1.59580 3.05210 -0.1 0.2 0.4
H 4.11830 -0.83480 -0.04910 0.0 0.0 0.0
H 2.89430 -0.95370 -1.32600 0.0 0.0 0.0
H 2.68320 -1.86070 0.17690 0.1 0.0 0.0
H 2.64920 1.32810 -1.35980 0.2 0.0 0.1
H 3.71220 1.74350 0.00260 0.0 -0.1 -0.1
H 2.02620 3.47770 -0.47950 0.1 -0.1 0.1
H 1.87460 2.86950 1.16690 0.1 0.0 -0.1
H 2.38130 1.23910 2.14500 0.1 -0.1 0.0
H 3.64270 0.00250 1.98380 0.0 0.1 -0.1
H 1.94620 -0.70080 3.59210 0.0 -0.1 -0.1
H 1.90670 -1.76850 2.18530 0.2 0.0 0.1
N -4.56710 0.09500 1.76040 -0.1 0.4 0.0
C -3.43770 0.52310 1.20000 -0.2 0.3 0.1
N -2.56460 -0.25250 0.64210 0.7 0.1 0.1
C -2.78630 -1.60790 0.59820 0.4 -0.1 -0.4
N -1.97930 -2.38710 -0.06270 -1.2 -1.5 0.6
N -0.95050 -1.80290 -0.64100 1.3 1.3 -0.5
C -0.39280 -2.30060 -1.67890 -0.8 -0.6 0.5
C 0.50050 -1.47010 -2.45540 0.7 0.3 -0.8
C 1.26100 -1.96780 -3.51570 -0.3 0.1 0.4
C 1.90610 -1.06550 -4.34490 0.0 0.2 0.1
C 1.74470 0.29350 -4.11840 0.0 -0.1 0.1
C 1.01440 0.69950 -3.00700 0.1 0.2 -0.3
N 0.43720 -0.16000 -2.18810 -0.2 -0.2 0.4
C -3.93530 -2.16200 1.27980 -0.5 0.2 0.3
C -4.13650 -3.53640 1.43520 0.0 0.2 0.0
C -5.19270 -3.99000 2.19400 0.1 0.0 0.0
C -6.06740 -3.08840 2.79900 0.1 0.1 -0.1
C -5.89840 -1.72900 2.64280 0.0 0.0 -0.1
C -4.82900 -1.26030 1.89020 0.3 -1.0 -0.3
H -5.24440 0.75100 2.12850 0.2 0.0 0.0
H -3.23600 1.58880 1.20240 -0.2 0.0 0.1
H -0.71380 -3.25550 -2.08810 0.0 0.0 0.2
H 1.33800 -3.03030 -3.68020 -0.1 -0.1 0.0
H 2.51020 -1.41250 -5.16850 0.0 -0.1 -0.1
H 2.17750 1.02430 -4.78350 0.0 0.1 0.0
H 0.86810 1.74630 -2.77450 0.0 0.0 0.1
H -3.43880 -4.21350 0.96780 0.0 -0.1 0.0
H -5.33840 -5.04820 2.33910 0.0 -0.1 0.0
H -6.87450 -3.45760 3.40980 -0.1 0.0 0.1
H -6.57160 -1.03200 3.11540 -0.1 0.1 0.1
```
Forces are in eV/Å.

Here are the Mulliken charges for atoms 1 to 6, given in e:
1. In 2.016
2. C -1.135
3. N 0.680
4. C -1.223
5. C -1.160
6. N 0.409

***

No. 2
Density functional theory data (ωB97M-V/def2-TZVPD) for C3LiO6Rh as an isolated structure in a non-equilibrium geometry.

Output
Charge: +1
HOMO-LUMO gap (spin up / spin down) (eV): 8.924 / 4.857
E_tot (eV): -18594.1131
Expectation value of S²: 8.7712
Lowest unoccupied orbital energy (spin up / spin down) (eV): -4.56 / -8.55
Spin multiplicity: 6
Energy relative to the best compared isomer or geometry (same formula, charge and spin) (eV): 0.000

```
11
Properties=species:S:1:pos:R:3:forces:R:3
O -1.30468 -1.72382 0.74835 -1.3 -1.0 -1.4
C -1.81495 -1.17845 -0.26861 -0.6 -2.1 0.8
O -1.45596 0.19261 -0.11539 -2.4 2.9 -2.1
C -2.18002 1.34315 -0.68593 1.1 -1.5 1.2
O -3.35868 1.14408 -0.93865 0.5 1.0 -0.4
O -1.45843 2.33672 -0.66083 -1.2 0.0 -0.6
Rh -0.02266 -0.24976 1.12257 1.1 0.7 2.8
C 2.46895 -1.12507 -0.15977 1.7 -0.7 -1.1
O 3.63929 -1.01155 -0.46749 -1.1 0.2 0.5
O 1.85309 -0.42887 0.71224 2.1 0.9 0.6
Li 3.63404 0.70097 0.71351 0.1 -0.4 -0.2
```
Forces are in eV/Å.

Here are the Mulliken charges for atoms 1 to 6, given in e:
1. O -0.396
2. C 0.077
3. O -0.177
4. C 0.701
5. O -0.207
6. O -0.303

***

No. 3
Density functional theory data (ωB97M-V/def2-TZVPD) for the molecule C4H7NO.

Output
SMILES: NC(=O)C1CC1
Charge: 0
HOMO-LUMO gap (eV): 10.853
E_tot (eV): -7798.9268
Lowest unoccupied orbital energy (eV): 0.97
Spin multiplicity: 1
Energy relative to the best compared isomer or geometry (same formula, charge and spin) (eV): 0.718

```
13
Properties=species:S:1:pos:R:3:forces:R:3
N -0.88661 -1.12797 -1.69308 0.2 0.1 -0.1
C 0.03723 -0.32461 -1.08340 0.0 0.2 0.0
O 0.89695 0.28100 -1.71011 -0.6 -0.3 0.3
C -0.10334 -0.23851 0.41299 0.3 -0.2 -0.2
C -0.15628 1.12903 1.04251 -0.2 0.2 0.1
C 1.09718 0.32892 1.13743 0.1 0.0 0.0
H -1.60987 -1.60157 -1.17733 0.1 0.1 -0.1
H -0.88548 -1.16544 -2.70092 0.0 -0.1 0.2
H -0.72094 -0.99534 0.88927 0.2 0.0 -0.1
H -0.19902 1.98354 0.37509 0.1 -0.1 0.1
H -0.77073 1.19040 1.93693 0.1 0.1 -0.2
H 1.39577 -0.09683 2.09214 -0.2 0.1 -0.2
H 1.90514 0.63739 0.47847 -0.1 -0.2 0.1
```
Forces are in eV/Å.

Here are the Mulliken charges for atoms 1 to 6, given in e:
1. N -0.398
2. C 0.510
3. O -0.630
4. C -0.091
5. C -0.528
6. C -0.585

***

No. 4
Density functional theory data (ωB97M-V/def2-TZVPD) for a 2-piece molecular cluster, C2H10N3O overall in a non-equilibrium geometry.

Output
Charge: +1
HOMO-LUMO gap (eV): 11.284
E_tot (eV): -8746.8395
Lowest unoccupied orbital energy (eV): -3.32
Spin multiplicity: 1
Energy relative to the best compared isomer or geometry (same formula, charge and spin) (eV): 2.302

```
16
Properties=species:S:1:pos:R:3:forces:R:3
C -1.18963 2.11760 0.35379 1.6 -1.2 -3.3
N 0.10071 1.41041 -0.01689 -2.2 -3.8 0.6
C 0.23787 0.11084 -0.36541 -3.4 -0.5 -2.2
N 1.20859 -0.37824 -1.23463 0.6 3.2 0.9
N -0.99478 -0.67969 -0.33573 2.1 -0.2 0.9
H -1.81664 1.55694 0.98543 -1.1 -1.1 -0.1
H -1.51351 2.56790 -0.61333 -0.8 -0.8 0.9
H -0.93517 2.90616 0.93019 1.3 2.6 1.9
H 0.87584 1.94819 -0.13343 2.6 2.0 -0.2
H 1.89618 0.37716 -1.66117 -1.7 -2.6 1.3
H 1.47472 -1.36735 -1.16303 0.0 1.0 -0.1
H -0.80864 -1.57419 -0.83814 -0.3 1.1 0.5
H -1.37430 -0.97365 0.61552 0.9 1.0 -1.6
H 0.82648 -2.83950 0.80251 0.0 -0.1 0.6
H 0.75796 -2.15316 2.29254 -0.7 0.2 -4.0
O 0.51575 -2.03581 1.24543 1.2 -0.7 4.1
```
Forces are in eV/Å.

Here are the Mulliken charges for atoms 1 to 6, given in e:
1. C -0.851
2. N -0.164
3. C 0.584
4. N -0.413
5. N -0.501
6. H 0.309

***

No. 5
Density functional theory data (ωB97M-V/def2-TZVPD) for the molecule C4H7NO.

Output
SMILES: C/C([O-])=C1\C[NH2+]1
Charge: 0
HOMO-LUMO gap (eV): 9.664
E_tot (eV): -7795.6317
Lowest unoccupied orbital energy (eV): 1.04
Spin multiplicity: 1
Energy relative to the best compared isomer or geometry (same formula, charge and spin) (eV): 4.013

```
13
Properties=species:S:1:pos:R:3:forces:R:3
C 1.85009 -0.23951 0.77037 0.1 0.0 0.1
C 0.66502 0.47236 0.17089 0.0 0.1 0.1
O 0.47355 1.68025 0.30587 0.1 -0.4 -0.1
C -0.16231 -0.40757 -0.64273 0.2 -0.2 0.4
C -1.51494 -0.65322 -0.15469 -0.1 -0.2 0.1
N -1.55044 0.51637 -1.05154 0.1 0.1 0.0
H 1.55734 -1.24199 1.10371 0.1 0.1 0.0
H 2.25478 0.34688 1.59638 0.0 -0.1 -0.1
H 2.61423 -0.36531 -0.00438 -0.1 0.0 0.1
H -0.95484 0.33310 -1.88138 -0.7 0.4 -0.4
H -1.76095 -0.34703 0.86485 0.0 0.0 -0.2
H -2.10947 -1.49754 -0.50280 0.2 0.1 0.0
H -1.36205 1.40323 -0.57455 0.1 -0.1 -0.2
```
Forces are in eV/Å.

Here are the Mulliken charges for atoms 1 to 6, given in e:
1. C -1.036
2. C 0.948
3. O -0.661
4. C -0.804
5. C -0.164
6. N -0.427

***

No. 6
Density functional theory data (ωB97M-V/def2-TZVPD) for C6H4AuN2O6 as an isolated structure in a non-equilibrium geometry.

Output
Charge: +3
HOMO-LUMO gap (spin up / spin down) (eV): 7.938 / 4.087
E_tot (eV): -25206.2346
Expectation value of S²: 2.0103
Lowest unoccupied orbital energy (spin up / spin down) (eV): -12.86 / -16.72
Spin multiplicity: 3
Energy relative to the best compared isomer or geometry (same formula, charge and spin) (eV): 1.100

```
19
Properties=species:S:1:pos:R:3:forces:R:3
O 0.00012 0.00000 -4.64960 0.0 0.0 1.1
C 0.00015 0.00003 -3.53416 0.0 0.0 -2.1
Au -0.00002 0.00000 -1.40331 0.0 0.0 1.5
O 2.04586 -2.61182 -1.31101 -2.7 3.5 0.1
C 1.34068 -1.71137 -1.29346 3.3 -4.3 -0.1
C -1.34041 1.71109 -1.29340 -3.4 4.3 -0.1
O -2.04614 2.61206 -1.31128 2.8 -3.6 0.1
C -1.71026 -1.33985 -1.29114 -4.3 -3.4 -0.1
O -2.61119 -2.04631 -1.31173 3.6 2.8 0.2
C 1.71064 1.34010 -1.29078 4.3 3.4 -0.1
O 2.61080 2.04608 -1.31144 -3.5 -2.8 0.2
N 1.18129 0.00021 2.71731 -0.8 0.0 -1.1
C -0.00004 0.00000 2.06852 0.0 0.0 3.6
N -1.18131 -0.00021 2.71713 0.8 0.0 -1.1
O 0.00010 -0.00001 0.82263 0.0 0.0 -4.1
H 1.22229 0.00011 3.73029 0.4 0.0 -0.2
H 2.00934 0.00038 2.10776 -0.5 0.0 1.2
H -2.00941 -0.00038 2.10751 0.5 0.0 1.2
H -1.22251 -0.00011 3.73017 -0.4 0.0 -0.2
```
Forces are in eV/Å.

Here are the Mulliken charges for atoms 1 to 6, given in e:
1. O 0.041
2. C 0.290
3. Au 1.991
4. O -0.019
5. C 0.235
6. C 0.235

***

- Which of these has the highest E_tot?
  number 5

***

Please write out number 2 again, unchanged.
Density functional theory data (ωB97M-V/def2-TZVPD) for C3LiO6Rh as an isolated structure in a non-equilibrium geometry.

Output
Charge: +1
HOMO-LUMO gap (spin up / spin down) (eV): 8.924 / 4.857
E_tot (eV): -18594.1131
Expectation value of S²: 8.7712
Lowest unoccupied orbital energy (spin up / spin down) (eV): -4.56 / -8.55
Spin multiplicity: 6
Energy relative to the best compared isomer or geometry (same formula, charge and spin) (eV): 0.000

```
11
Properties=species:S:1:pos:R:3:forces:R:3
O -1.30468 -1.72382 0.74835 -1.3 -1.0 -1.4
C -1.81495 -1.17845 -0.26861 -0.6 -2.1 0.8
O -1.45596 0.19261 -0.11539 -2.4 2.9 -2.1
C -2.18002 1.34315 -0.68593 1.1 -1.5 1.2
O -3.35868 1.14408 -0.93865 0.5 1.0 -0.4
O -1.45843 2.33672 -0.66083 -1.2 0.0 -0.6
Rh -0.02266 -0.24976 1.12257 1.1 0.7 2.8
C 2.46895 -1.12507 -0.15977 1.7 -0.7 -1.1
O 3.63929 -1.01155 -0.46749 -1.1 0.2 0.5
O 1.85309 -0.42887 0.71224 2.1 0.9 0.6
Li 3.63404 0.70097 0.71351 0.1 -0.4 -0.2
```
Forces are in eV/Å.

Here are the Mulliken charges for atoms 1 to 6, given in e:
1. O -0.396
2. C 0.077
3. O -0.177
4. C 0.701
5. O -0.207
6. O -0.303